Formula: C64H66Ge2NOS4Zn
Source: OMol25
Level of theory: the ωB97M-V functional and the def2-TZVPD basis

Net charge: -1
HOMO-LUMO gap in eV: 7.04
Multiplicity: 1
Strongest force on any atom in hartree/bohr: 0.004
Relative energy (zero: lowest compared OMol25 entry of this formula, charge and spin) in kcal per mole: 0.00

Atoms and positions in Å:
Zn1 -1.59 -0.90 -1.64
C1 1.64 -6.05 3.56
C2 0.86 -4.78 3.80
C3 1.48 -3.65 4.32
C4 0.78 -2.46 4.49
C5 1.49 -1.25 5.04
C6 -0.57 -2.40 4.13
C7 -1.22 -3.54 3.65
C8 -2.68 -3.55 3.30
C9 -0.48 -4.71 3.48
C10 -1.27 -1.10 4.31
C11 -1.99 -0.88 5.48
C12 -2.60 0.34 5.71
C13 -2.45 1.36 4.79
C14 -1.73 1.17 3.61
C15 -1.15 -0.08 3.35
Ge1 -0.49 -0.54 1.53
S1 -2.12 -1.60 0.59
S2 1.53 -1.56 1.36
Ge2 1.56 -0.36 -0.56
S3 0.60 -1.52 -2.13
S4 0.19 1.20 0.27
C16 3.32 0.35 -1.18
C17 3.42 0.97 -2.44
C18 4.65 1.40 -2.92
C19 5.80 1.24 -2.17
C20 5.71 0.67 -0.92
C21 4.49 0.23 -0.42
C22 4.55 -0.32 0.97
C23 4.31 0.51 2.06
C24 3.78 1.91 1.89
C25 4.53 0.02 3.34
C26 4.99 -1.27 3.56
C27 5.29 -1.76 4.95
C28 5.18 -2.10 2.46
C29 4.96 -1.64 1.17
C30 5.13 -2.57 -0.01
C31 2.23 1.25 -3.30
C32 1.92 0.44 -4.39
C33 2.76 -0.76 -4.77
C34 0.75 0.68 -5.10
C35 -0.12 1.71 -4.76
C36 -1.42 1.89 -5.47
C37 0.25 2.55 -3.71
C38 1.42 2.35 -2.99
C39 1.85 3.36 -1.95
C40 -1.55 2.34 2.71
C41 -2.46 2.63 1.69
C42 -3.65 1.76 1.38
C43 -2.25 3.76 0.90
C44 -1.17 4.60 1.10
C45 -0.92 5.78 0.20
C46 -0.28 4.30 2.13
C47 -0.45 3.18 2.93
C48 0.57 2.83 3.97
H1 2.66 -5.96 3.95
H2 1.71 -6.27 2.49
H3 1.16 -6.90 4.04
H4 2.53 -3.69 4.59
H5 2.42 -1.53 5.51
H6 0.87 -0.72 5.77
H7 1.72 -0.56 4.23
H8 -3.17 -2.61 3.55
H9 -3.19 -4.36 3.83
H10 -2.81 -3.70 2.23
H11 -0.98 -5.59 3.08
H12 -2.06 -1.68 6.20
H13 -3.16 0.50 6.62
H14 -2.90 2.33 4.97
H15 4.69 1.88 -3.90
H16 6.76 1.58 -2.56
H17 6.60 0.55 -0.30
H18 4.01 2.32 0.90
H19 4.19 2.58 2.64
H20 2.69 1.91 1.98
H21 4.35 0.67 4.19
H22 4.84 -1.13 5.71
H23 6.37 -1.77 5.13
H24 4.93 -2.78 5.10
H25 5.50 -3.12 2.61
H26 5.42 -3.57 0.33
H27 5.88 -2.20 -0.71
H28 4.19 -2.66 -0.56
H29 3.74 -0.73 -4.31
H30 2.88 -0.81 -5.85
H31 2.26 -1.67 -4.43
H32 0.49 0.03 -5.93
H33 -1.44 1.33 -6.41
H34 -1.62 2.94 -5.69
H35 -2.23 1.51 -4.84
H36 -0.39 3.39 -3.45
H37 1.27 4.28 -2.07
H38 2.91 3.61 -2.06
H39 1.69 3.00 -0.93
H40 -3.64 0.83 1.96
H41 -3.64 1.48 0.33
H42 -4.58 2.29 1.59
H43 -2.94 3.97 0.08
H44 -1.82 6.05 -0.36
H45 -0.14 5.54 -0.53
H46 -0.59 6.65 0.77
H47 0.58 4.94 2.30
H48 1.34 3.60 4.04
H49 1.06 1.88 3.72
H50 0.12 2.70 4.96
O1 -1.76 -1.28 -4.84
C49 -0.91 -2.31 -5.29
C50 -1.39 -3.72 -4.94
C51 -1.59 -3.99 -3.44
C52 -2.95 -3.60 -2.94
C53 -4.02 -4.48 -3.08
C54 -5.28 -4.09 -2.65
C55 -5.44 -2.83 -2.10
C56 -4.33 -2.02 -1.98
N1 -3.11 -2.39 -2.39
H51 -2.67 -1.47 -5.09
H52 0.05 -2.12 -4.81
H53 -0.76 -2.25 -6.38
H54 -0.65 -4.42 -5.34
H55 -2.32 -3.93 -5.48
H56 -0.82 -3.47 -2.86
H57 -1.46 -5.06 -3.26
H58 -3.86 -5.45 -3.51
H59 -6.13 -4.76 -2.75
H60 -6.40 -2.48 -1.75
H61 -4.38 -1.03 -1.55
C57 -2.56 0.76 -2.14
C58 -3.19 1.79 -2.27
C59 -3.92 3.02 -2.37
C60 -3.35 4.14 -2.99
C61 -4.04 5.34 -3.06
C62 -5.31 5.45 -2.52
C63 -5.89 4.35 -1.90
C64 -5.20 3.15 -1.83
H62 -2.35 4.06 -3.40
H63 -3.58 6.20 -3.54
H64 -5.85 6.39 -2.57
H65 -6.88 4.42 -1.47
H66 -5.64 2.29 -1.34


Formula: C16H17ClN6
Source: OMol25
Level of theory: the ωB97M-V functional and the def2-TZVPD basis

Net charge: 0
HOMO-LUMO gap in eV: 8.75
Multiplicity: 1
Strongest force on any atom in hartree/bohr: 0.019
Relative energy (zero: lowest compared OMol25 entry of this formula, charge and spin) in kcal per mole: 0.00

Atoms and positions in Å:
C1 -5.42 -1.29 1.00
N1 -4.83 -0.40 0.03
C2 -3.90 -1.04 -0.89
C3 -2.44 -0.94 -0.46
N2 -2.07 0.45 -0.33
C4 -0.80 0.86 -0.22
N3 -0.59 2.18 -0.14
C5 0.65 2.64 -0.07
N4 1.77 1.96 -0.07
C6 1.59 0.64 -0.13
C7 0.33 0.00 -0.20
C8 0.66 -1.38 -0.20
N5 1.95 -1.55 -0.15
N6 2.54 -0.34 -0.11
C9 3.93 -0.22 -0.06
C10 4.54 1.03 -0.02
C11 5.92 1.11 0.03
C12 6.68 -0.05 0.05
Cl1 8.40 0.05 0.11
C13 6.07 -1.30 0.01
C14 4.70 -1.38 -0.04
C15 -3.16 1.39 -0.21
C16 -4.25 0.78 0.66
H1 -5.92 -2.11 0.47
H2 -6.16 -0.74 1.57
H3 -4.69 -1.72 1.70
H4 -4.18 -2.09 -1.01
H5 -4.01 -0.56 -1.87
H6 -1.81 -1.42 -1.22
H7 -2.29 -1.47 0.49
H8 0.74 3.72 -0.01
H9 0.02 -2.24 -0.22
H10 3.94 1.92 -0.03
H11 6.41 2.07 0.06
H12 6.67 -2.19 0.02
H13 4.20 -2.34 -0.07
H14 -3.57 1.64 -1.19
H15 -2.76 2.30 0.25
H16 -3.81 0.52 1.64
H17 -5.05 1.50 0.83